[1]
{
  "formula": "C4H6O4S2",
  "method": "ωB97M-V/def2-TZVPD",
  "symbols": ["C", "C", "C", "C", "H", "H", "H", "H", "H", "H", "O", "O", "O", "O", "S", "S"],
  "positions_angstrom": [[-2.871, 0.294, -0.203], [-1.766, 0.598, 0.653], [2.046, -1.064, -0.486], [1.996, 0.525, -0.280], [-2.580, -1.639, 0.286], [-1.244, 1.599, 0.359], [-2.045, 0.828, 1.637], [2.270, -1.229, -1.828], [2.977, -1.523, 0.304], [3.552, 1.818, 0.668], [-3.118, -1.033, -0.307], [-3.272, 1.196, -0.967], [3.247, 0.888, 0.005], [0.973, 1.209, -0.341], [-0.526, -0.712, 0.990], [0.361, -1.756, -0.488]],
  "orbital_gap_ev": 8.9382,
  "relative_energy_kcal_mol": 91.7,
  "homo_ev": -9.16
}

[2]
{
  "formula": "C4H6O4S2",
  "method": "ωB97M-V/def2-TZVPD",
  "symbols": ["C", "C", "C", "C", "O", "O", "O", "O", "S", "S", "H", "H", "H", "H", "H", "H"],
  "positions_angstrom": [[2.179, -2.154, 0.383], [0.732, -0.217, 0.058], [1.267, -1.567, -0.319], [0.797, 0.759, -1.213], [2.935, -2.557, 1.170], [-0.606, -0.433, 0.445], [-1.738, 2.132, 1.617], [-2.512, 1.040, 1.025], [-3.086, -1.099, -0.486], [-1.816, 0.305, -0.284], [1.251, 0.317, 0.860], [0.674, -2.174, -1.046], [0.414, 1.773, -0.934], [-0.025, 0.295, -1.923], [1.793, 0.798, -1.454], [-2.259, 2.783, 2.102]],
  "orbital_gap_ev": 9.4005,
  "relative_energy_kcal_mol": 158.8,
  "homo_ev": -9.14
}

[3]
{
  "formula": "C4H6O7Rh",
  "method": "ωB97M-V/def2-TZVPD",
  "symbols": ["O", "C", "O", "O", "O", "C", "O", "O", "C", "C", "Rh", "H", "H", "H", "H", "H", "O", "H"],
  "positions_angstrom": [[-1.641, 2.263, 2.965], [-1.603, 2.087, 1.709], [-2.233, 2.887, 0.952], [-0.879, 1.104, 1.241], [0.381, -1.115, -0.074], [1.307, -2.030, -0.571], [2.496, -1.668, -0.690], [1.115, -3.193, 0.167], [0.596, 0.232, -0.436], [-0.651, 1.030, -0.177], [-2.766, 3.723, 2.546], [1.821, -3.811, -0.051], [0.833, 0.310, -1.508], [1.441, 0.649, 0.134], [-1.525, 0.563, -0.648], [-0.525, 2.044, -0.575], [0.540, -2.377, -2.243], [1.295, -2.698, -2.744]],
  "spin_multiplicity": 5,
  "orbital_gap_ev": [7.9243, 5.8156],
  "total_charge": 1,
  "s2": 6.040,
  "relative_energy_kcal_mol": 10.2,
  "homo_ev": [-13.82, -13.47]
}

[4]
{
  "formula": "C4H6O7Tl",
  "method": "ωB97M-V/def2-TZVPD",
  "symbols": ["O", "C", "C", "O", "C", "O", "O", "H", "H", "H", "H", "H", "O", "C", "O", "O", "Tl", "H"],
  "positions_angstrom": [[-0.216, -1.480, 0.322], [-0.058, -0.133, 0.525], [-0.386, 0.682, -0.721], [-1.775, 0.517, -1.044], [-2.556, 0.711, -0.009], [-2.147, 0.380, 1.108], [-3.798, 0.906, -0.349], [-0.399, -1.943, 1.149], [-0.041, 0.303, 1.526], [0.156, 0.318, -1.600], [-0.187, 1.743, -0.542], [-4.397, 0.414, 0.233], [2.922, 0.287, -1.382], [2.666, -0.448, -0.313], [1.766, -0.039, 0.547], [3.278, -1.495, -0.119], [2.818, -1.806, 2.056], [2.353, 1.083, -1.388]],
  "orbital_gap_ev": 10.4636,
  "total_charge": 1,
  "relative_energy_kcal_mol": 17.7,
  "homo_ev": -14.40
}

[5]
{
  "formula": "C4H6OS",
  "method": "ωB97M-V/def2-TZVPD",
  "symbols": ["C", "C", "C", "C", "H", "H", "H", "H", "H", "H", "O", "S"],
  "positions_angstrom": [[-2.455, -0.202, 0.004], [-0.976, -0.126, -0.012], [-0.070, -1.120, 0.012], [0.953, 1.201, -0.001], [-2.869, 0.326, 0.869], [-2.815, -1.231, -0.004], [-2.872, 0.282, -0.849], [-0.273, -2.149, -0.017], [1.286, 1.746, -0.906], [1.245, 1.742, 0.946], [-0.483, 1.144, -0.007], [1.591, -0.524, 0.000]],
  "orbital_gap_ev": 8.4875,
  "smiles": "CC1=CSCO1",
  "relative_energy_kcal_mol": 26.2,
  "homo_ev": -7.51
}

[6]
{
  "formula": "C4H6OS",
  "method": "ωB97M-V/def2-TZVPD",
  "symbols": ["C", "C", "C", "C", "H", "H", "H", "H", "H", "H", "O", "S"],
  "positions_angstrom": [[-1.040, 1.716, -1.030], [-0.478, 0.954, 0.006], [0.940, 0.310, -0.076], [0.188, -2.269, 0.760], [-0.603, 2.002, -2.409], [-2.078, 2.005, -0.552], [-0.916, 0.861, 1.404], [1.741, 0.846, -0.619], [1.266, 0.146, 0.911], [0.495, -3.401, 0.635], [-0.416, -1.742, 1.650], [0.903, -1.429, -0.681]],
  "orbital_gap_ev": 10.0925,
  "relative_energy_kcal_mol": 116.7,
  "homo_ev": -9.42
}

[7]
{
  "formula": "C4H6OS",
  "method": "ωB97M-V/def2-TZVPD",
  "symbols": ["C", "C", "C", "C", "O", "S", "H", "H", "H", "H", "H", "H"],
  "positions_angstrom": [[-0.215, -0.234, 0.106], [0.960, -0.900, 0.313], [-0.091, 1.308, 0.089], [2.175, -1.329, 0.101], [-1.304, -0.777, -0.112], [-3.477, 0.127, 0.088], [0.946, 1.565, -0.297], [-0.972, 1.746, -0.474], [-0.192, 1.543, 1.178], [-3.317, -0.262, -1.254], [2.725, -1.302, -0.793], [2.761, -1.487, 1.055]],
  "orbital_gap_ev": [6.8925, 7.8062],
  "relative_energy_kcal_mol": 116.9,
  "homo_ev": [-8.68, -8.67]
}

[8]
{
  "formula": "C4H6OS",
  "method": "ωB97M-V/def2-TZVPD",
  "symbols": ["C", "C", "C", "C", "H", "H", "H", "H", "H", "H", "O", "S"],
  "positions_angstrom": [[-0.806, -1.003, -0.074], [0.226, 0.173, -0.045], [0.180, 1.511, -0.163], [1.645, -0.337, 0.010], [-2.441, 0.463, 0.793], [-0.452, -1.578, 0.790], [-0.569, -1.710, -0.869], [-0.691, 2.055, -0.398], [1.026, 2.073, 0.144], [2.464, 0.428, 0.015], [1.995, -1.492, -0.105], [-2.578, -0.584, -0.097]],
  "orbital_gap_ev": 9.6164,
  "smiles": "C=C(C=O)CS",
  "relative_energy_kcal_mol": 36.9,
  "homo_ev": -9.38
}